[1]
C4H5O2V | ωB97M-V/def2-TZVPD

```
12
Properties=species:S:1:pos:R:3
O -2.7091 0.7115 -0.3908
C -1.5515 0.8524 0.2652
C -0.9386 -0.3746 0.4705
C 0.5303 -0.5106 0.4141
C 1.2782 -0.0665 -0.6231
O 2.5856 -0.1218 -0.7340
V 4.0306 -0.2469 0.2319
H -0.9605 1.7072 -0.0871
H -1.4507 -1.0160 1.2009
H 1.0401 -0.9565 1.2755
H 0.7559 0.4189 -1.4662
H -2.6105 -0.3970 -0.5569
```

The total charge is 0. The spin multiplicity is 5. The energy relative to the best compared isomer or geometry (same formula, charge and spin) is 30.0 kcal per mole. As for the HOMO-LUMO gap (spin up / spin down): 6.98 / 7.90 eV. The LUMO energy (spin up / spin down) is 0.05 / 0.32 eV.

---

[2]
C4H5O3 | ωB97M-V/def2-TZVPD

```
12
Properties=species:S:1:pos:R:3
O 2.3221 -1.1469 0.5511
C 1.0847 -1.1747 0.4032
O 0.4783 -2.0372 -0.2406
C 0.2819 0.1139 0.7966
C -0.7391 0.3380 -0.3521
C -1.0686 1.7477 -0.5154
O -2.2824 2.0179 -0.6916
H 0.9973 1.0759 1.1566
H -0.0686 -0.1132 1.8095
H -0.2824 -0.1494 -1.2277
H -1.6841 -0.2547 -0.1838
H -0.4590 2.6211 -0.5005
```

The total charge is -1. As for the SMILES: O=CCCC(=O)[O-]. The energy relative to the best compared isomer or geometry (same formula, charge and spin) is 26.3 kcal per mole. As for the HOMO-LUMO gap: 7.85 eV. The LUMO energy is 3.86 eV.

---

[3]
C4H5O3 | ωB97M-V/def2-TZVPD

```
12
Properties=species:S:1:pos:R:3
O 1.0175 -2.1381 1.0486
C -0.1736 -1.7572 1.2539
O -0.9588 -2.1712 2.1436
C -0.6489 -0.6750 0.2621
C 0.3129 0.3795 -0.1103
C 0.1642 1.2727 -1.2632
O -0.7593 2.2657 -0.8506
H -1.5790 -0.2039 0.6143
H 1.1429 -0.4044 -0.1681
H 0.6869 1.0321 0.7984
H -0.2853 0.6597 -2.1463
H 1.0805 1.7401 -1.5824
```

The total charge is -1. The energy relative to the best compared isomer or geometry (same formula, charge and spin) is 129.4 kcal per mole. As for the HOMO-LUMO gap: 4.93 eV. The LUMO energy is 0.89 eV.

---

[4]
C4H5O3Tl | ωB97M-V/def2-TZVPD

```
13
Properties=species:S:1:pos:R:3
C -0.0674 -0.3837 0.3796
O -0.1087 0.8454 0.4460
Tl 1.6841 1.5531 -0.9678
O 1.1608 -0.8335 0.0144
C 1.4746 -2.2239 0.1102
H 2.5661 -2.2836 0.0817
H 1.0982 -2.6515 1.0463
H 1.0274 -2.7786 -0.7224
C -3.1846 -0.9175 -0.8505
C -1.9190 -1.2918 -1.0901
O -1.1023 -1.2787 0.0991
H -3.5667 -0.7167 0.1600
H -3.7632 -0.5084 -1.6830
```

The total charge is 0. The energy relative to the best compared isomer or geometry (same formula, charge and spin) is 47.9 kcal per mole. As for the HOMO-LUMO gap (spin up / spin down): 5.43 / 5.43 eV. The LUMO energy (spin up / spin down) is -1.00 / -1.00 eV.

---

[5]
C4H5O3Tl | ωB97M-V/def2-TZVPD

```
13
Properties=species:S:1:pos:R:3
O 1.0931 -2.8082 -1.6808
C 0.4816 -1.7893 -1.4924
C 0.5951 -0.9965 -0.2021
C -0.6419 -0.3310 0.2115
C -1.1777 0.0002 1.4809
H -0.2115 -1.3816 -2.2588
H 1.3609 -0.2138 -0.3826
H 0.9918 -1.6510 0.5931
H -1.7314 -0.7718 2.0390
O -0.0699 2.8680 -0.7405
O -1.0015 1.1276 1.9781
Tl -0.4593 3.4089 1.5659
H 0.7706 2.5385 -1.1114
```

The total charge is +1. The spin multiplicity is 2. The energy relative to the best compared isomer or geometry (same formula, charge and spin) is 41.6 kcal per mole. As for the HOMO-LUMO gap (spin up / spin down): 7.88 / 5.66 eV. The LUMO energy (spin up / spin down) is -5.61 / -7.82 eV.

---

[6]
C4H5O4S | ωB97M-V/def2-TZVPD

```
14
Properties=species:S:1:pos:R:3
C -2.4889 -0.7654 -0.1531
C 1.5226 -0.3835 0.4384
C 0.7947 -0.2363 -0.9420
C 0.5319 0.3231 1.3898
O -2.1843 -1.4206 -1.0994
O -3.1775 -0.6871 0.7946
O -1.6968 0.7523 -0.1728
O -0.0270 2.5797 -0.4392
S -0.2104 1.1310 0.0007
H 1.7854 -1.4275 0.7515
H 2.3340 0.2053 0.3603
H 1.5295 -0.0907 -1.6129
H 0.1603 -1.0510 -1.2556
H 1.1265 1.0708 1.9398
```

The total charge is -1. The energy relative to the best compared isomer or geometry (same formula, charge and spin) is 92.9 kcal per mole. As for the HOMO-LUMO gap: 7.66 eV. The LUMO energy is 3.68 eV.

---

[7]
C4H5P | ωB97M-V/def2-TZVPD

```
10
Properties=species:S:1:pos:R:3
C -0.7321 -0.7190 -0.1987
C -1.0985 0.5432 0.0981
C 0.6194 -1.3216 -0.0461
C 2.0918 1.1334 -0.3258
P 2.1244 -0.4468 0.1798
H -1.4336 -1.4920 -0.5967
H -2.0137 0.8570 -0.3922
H 0.8093 -2.4435 0.1371
H 2.8464 1.8427 -0.0560
H -0.5210 1.2626 0.5954
```

The total charge is 0. As for the SMILES: C#P=CC=C. The energy relative to the best compared isomer or geometry (same formula, charge and spin) is 85.1 kcal per mole. As for the HOMO-LUMO gap (spin up / spin down): 7.09 / 7.04 eV. The LUMO energy (spin up / spin down) is -1.04 / -1.45 eV.

---

[8]
C4H6 | ωB97M-V/def2-TZVPD

```
10
Properties=species:S:1:pos:R:3
C 0.0315 -0.9644 0.6446
C 0.2448 0.9981 -0.5280
C -0.6231 0.3564 0.4719
C -0.2019 -0.4723 -0.7249
H 0.9843 -1.0661 1.1255
H -0.6105 -1.6245 1.0254
H -0.1387 1.7107 -1.2570
H 1.6444 1.3114 -0.1865
H -1.4787 0.6187 0.9427
H -0.5671 -0.9015 -1.6596
```

The total charge is 0. The energy relative to the best compared isomer or geometry (same formula, charge and spin) is 65.3 kcal per mole. As for the HOMO-LUMO gap: 10.30 eV. The LUMO energy is 1.31 eV.

---

[9]
C4H6 | ωB97M-V/def2-TZVPD

```
10
Properties=species:S:1:pos:R:3
C -1.8521 -1.4745 0.3933
C -0.8374 -0.8803 0.5631
C 0.6456 1.0525 -0.4752
C 0.4719 -0.1940 0.3481
H -2.6475 -2.0836 -0.0292
H 0.3310 1.9369 0.0302
H 1.6836 1.3493 -0.6498
H 0.0910 1.0798 -1.3930
H 0.8994 0.0844 1.3463
H 1.2144 -0.8706 -0.1338
```

The total charge is 0. As for the SMILES: C#CCC. The energy relative to the best compared isomer or geometry (same formula, charge and spin) is 27.4 kcal per mole. As for the HOMO-LUMO gap: 11.14 eV. The LUMO energy is 1.09 eV.

---

[10]
C4H6 | ωB97M-V/def2-TZVPD

```
10
Properties=species:S:1:pos:R:3
C -1.6617 -0.1529 -0.0191
C -0.6955 0.4903 -0.9736
C 0.4790 0.4370 -0.6773
C 1.6643 0.1159 0.0815
H -2.1880 -0.9653 -0.5106
H -2.3426 0.5869 0.3904
H -1.1000 -0.5873 0.8266
H 1.5539 0.5416 1.0869
H 2.5581 0.5085 -0.3892
H 1.7325 -0.9747 0.1844
```

The total charge is 0. As for the SMILES: CC#CC. The energy relative to the best compared isomer or geometry (same formula, charge and spin) is 46.5 kcal per mole. As for the HOMO-LUMO gap: 10.28 eV. The LUMO energy is 0.99 eV.